No. 1
{"formula": "C3H4N2O2", "method": "the ωB97M-V functional and the def2-TZVPD basis", "energy_ev": -10249.036, "gap_ev": 10.1, "largest_force_ev_per_a": 1.41, "e_above_lowest_kj_mol": 311.5, "species": ["N", "C", "C", "O", "C", "O", "N", "H", "H", "H", "H"], "positions_angstrom": [[-1.42, 0.34, -0.60], [-0.44, -0.31, 1.12], [-0.38, 0.90, 0.25], [0.87, 0.93, -0.43], [1.49, -0.26, -0.19], [2.55, -0.61, -0.62], [0.63, -0.99, 0.66], [-1.16, -0.17, -1.42], [-2.37, 0.20, -0.25], [-0.61, 1.92, 0.60], [0.85, -1.95, 0.88]]}

---

No. 2
{"formula": "C3H8O", "method": "the ωB97M-V functional and the def2-TZVPD basis", "energy_ev": -5287.323, "smiles": "C=CC.O", "gap_ev": 10.7, "largest_force_ev_per_a": 0.67, "e_above_lowest_kj_mol": 79.9, "species": ["C", "C", "C", "H", "H", "H", "H", "H", "H", "O", "H", "H"], "positions_angstrom": [[-0.51, 0.31, -1.34], [0.47, 1.12, -1.67], [0.41, 2.61, -1.69], [-0.50, -0.77, -1.50], [-1.47, 0.70, -1.00], [1.43, 0.72, -2.00], [1.35, 3.09, -1.44], [0.21, 2.88, -2.73], [-0.42, 3.02, -1.11], [-0.55, -4.88, 4.72], [-0.81, -3.96, 4.84], [0.39, -4.83, 4.90]]}

---

Asked for molecular weight across the records above, the calculation gives 100.08 60.10 g/mol in order.